No. 1
The following is a quantum chemistry calculation of C22H28AuClN2O2S2Se as an isolated structure, from the OMol25 dataset.

Calculated values
energy above the lowest of the compared OMol25 structures with the same formula, charge and spin	0.0	kJ/mol
lowest unoccupied orbital energy	-0.0355	hartree
HOMO	-8.231	eV
electronic energy	-4908.8345	hartree

```
! RIJCOSX wB97M-V def2-TZVPD def2/J DEFGRID3
* xyz 0 1
Au 0.889 1.643 0.578
C 3.852 -3.187 2.414
C 4.565 -1.918 2.859
N 4.265 -0.726 2.069
C 5.218 -0.338 1.026
C 4.832 -0.882 -0.342
C 3.091 -0.084 2.291
S 2.958 1.555 1.588
N 2.284 -0.589 3.159
C 0.977 -0.326 3.394
O 0.103 -0.328 2.529
C 0.603 -0.129 4.831
C 1.547 -0.202 5.850
C 1.166 0.002 7.167
C -0.159 0.281 7.470
C -1.104 0.359 6.455
C -0.725 0.154 5.139
H 4.123 -4.013 3.073
H 4.127 -3.464 1.394
H 2.775 -3.050 2.472
H 5.645 -2.060 2.806
H 4.305 -1.704 3.897
H 6.195 -0.715 1.332
H 5.296 0.744 0.985
H 4.829 -1.974 -0.346
H 5.539 -0.544 -1.102
H 3.835 -0.532 -0.613
H 2.576 -0.419 5.600
H 1.903 -0.055 7.958
H -0.456 0.442 8.499
H -2.136 0.584 6.692
H -1.440 0.215 4.330
Se 0.795 3.843 1.539
C -0.054 4.834 0.136
C -1.424 5.063 0.167
C -2.019 5.825 -0.827
C -1.249 6.350 -1.856
C 0.120 6.122 -1.886
C 0.720 5.371 -0.887
H -2.020 4.628 0.958
H -3.087 6.001 -0.802
H -1.716 6.937 -2.636
H 0.721 6.533 -2.687
H 1.787 5.193 -0.896
O 1.162 -0.339 -0.261
S -0.097 -1.225 -0.181
C 0.591 -2.800 0.408
C 0.535 -3.805 -0.740
C 0.710 -2.992 -2.021
C -0.264 -1.832 -1.876
H 0.061 -3.099 1.311
H 1.615 -2.536 0.670
H -0.436 -4.307 -0.755
H 1.299 -4.574 -0.620
H 0.506 -3.579 -2.917
H 1.731 -2.610 -2.091
H -1.301 -2.155 -1.994
H -0.086 -0.973 -2.521
Cl -1.113 1.829 -0.599
*
```

natural (NBO) atomic charge list, values in e, 5 entries: atom 1 (Au): 0.993, atom 2 (C): -0.619, atom 3 (C): -0.206, atom 4 (N): -0.429, atom 5 (C): -0.207


No. 2
The following is a quantum chemistry calculation of a 2-piece molecular cluster, C6H16NO overall at a distorted geometry, from the OMol25 dataset.

Calculated values
energy above the lowest of the compared OMol25 structures with the same formula, charge and spin	81.7	kJ/mol
lowest unoccupied orbital energy	-0.1138	hartree
HOMO	-13.364	eV
electronic energy	-367.9513	hartree

```
! RIJCOSX wB97M-V def2-TZVPD def2/J DEFGRID3
* xyz 1 1
C -0.221 -2.336 -1.635
C -0.281 -1.181 -0.650
C 0.964 -1.152 0.236
C 1.143 0.093 1.091
C -0.721 0.961 2.518
C 0.243 0.089 2.307
N -0.362 0.103 -1.458
H 0.069 -3.251 -1.112
H -1.146 -2.470 -2.195
H 0.606 -2.202 -2.342
H -1.184 -1.265 -0.067
H 0.826 -1.995 0.919
H 1.834 -1.288 -0.404
H 0.949 1.042 0.573
H 2.148 0.207 1.477
H -1.063 1.789 1.901
H -1.350 0.863 3.403
H 0.433 -0.710 3.017
H 0.370 0.098 -2.167
H -0.256 0.932 -0.858
H -1.305 0.223 -1.823
H -0.564 3.164 -0.456
H -0.011 3.408 -1.855
O -0.565 2.786 -1.348
*
```

natural (NBO) atomic charge list, values in e, 5 entries: atom 1 (C): -0.633, atom 2 (C): -0.045, atom 3 (C): -0.419, atom 4 (C): -0.446, atom 5 (C): -0.390


No. 3
The following is a quantum chemistry calculation of C18H41N2P3PbS2 as an isolated structure at a distorted geometry, from the OMol25 dataset.

Calculated values
energy above the lowest of the compared OMol25 structures with the same formula, charge and spin	1136.9	kJ/mol
lowest unoccupied orbital energy (alpha / beta)	-0.4895 / -0.5454	hartree
HOMO (alpha / beta)	-18.275 / -18.263	eV
electronic energy	-2831.3612	hartree

```
! RIJCOSX wB97M-V def2-TZVPD def2/J DEFGRID3
* xyz 4 1
Pb 0.010 -0.046 0.889
P -0.745 1.863 2.395
P -2.206 -0.670 0.430
P 2.251 0.814 0.772
H -0.008 -2.793 -8.386
C 1.017 -3.029 -8.106
C 1.356 -4.243 -7.649
H 0.620 -5.037 -7.542
C -1.170 3.267 1.419
C -2.187 1.616 3.441
C 0.443 2.485 3.616
C -2.333 -2.139 -0.612
C -3.452 -1.072 1.690
C -3.064 0.574 -0.587
C 3.345 -0.027 -0.396
C 3.398 1.004 2.169
C 2.210 2.515 0.133
H 1.755 -2.237 -8.217
H 2.382 -4.481 -7.373
H -1.461 4.079 2.103
H -2.007 3.017 0.763
H -0.333 3.589 0.799
H -2.241 2.488 4.110
H -2.130 0.711 4.063
H -3.099 1.569 2.850
H -0.085 3.218 4.226
H 1.304 2.933 3.147
H 0.818 1.688 4.298
H -3.388 -2.454 -0.623
H -1.708 -2.951 -0.226
H -2.006 -1.919 -1.632
H -4.417 -0.632 1.396
H -3.194 -0.721 2.690
H -3.574 -2.164 1.726
H -3.902 0.100 -1.122
H -2.364 0.998 -1.313
H -3.453 1.390 0.033
H 4.317 0.482 -0.384
H 2.927 0.012 -1.408
H 3.497 -1.073 -0.101
H 4.179 1.725 1.874
H 3.888 0.047 2.392
H 2.914 1.372 3.076
H 3.211 2.782 -0.239
H 1.921 3.203 0.935
H 1.481 2.602 -0.677
C 0.628 -1.359 -2.199
C 0.477 -0.078 -2.756
C 0.258 0.092 -4.124
C 0.185 -1.012 -4.973
C 0.337 -2.292 -4.435
C 0.555 -2.469 -3.074
S 0.890 -1.711 -0.508
H -0.253 1.118 -0.212
H 0.545 0.784 -2.092
H 0.146 1.098 -4.524
H 0.013 -0.878 -6.043
H 0.284 -3.165 -5.082
H 0.669 -3.467 -2.659
N -0.603 0.786 5.696
C -0.004 -0.012 4.745
N 0.709 -1.069 5.168
S 0.011 -0.060 3.201
H -0.497 0.526 6.680
H -1.072 1.727 5.623
H 1.196 -1.756 4.550
H 0.808 -1.256 6.175
*
```

Löwdin atomic charge list, values in e, 5 entries: atom 1 (Pb): 0.318, atom 2 (P): 0.540, atom 3 (P): 0.694, atom 4 (P): 0.690, atom 5 (H): 0.128


Q: Look up the energy above the lowest of the compared OMol25 structures with the same formula, charge and spin of the third one.
A: 1136.9 kJ/mol